Entry 1:
Computed, not measured: C27H48O6PbSb as an isolated structure, with ωB97M-V/def2-TZVPD.

```
83
C27H48O6PbSb | OMol25 | ωB97M-V/def2-TZVPD
H 2.08602 4.98501 2.45143
O -2.93915 5.25093 -0.93666
H -3.07005 -2.73687 -1.33771
O -0.79879 -0.87387 -2.42765
C 2.09868 -0.24483 -1.79384
C 4.66015 1.13387 2.70550
H 1.88305 -1.28082 2.48296
H -3.48396 -0.81613 -5.06175
H -1.90920 -4.78955 -1.38466
H -1.22346 4.18298 -3.80548
H 1.44844 3.87693 4.40620
H 5.34817 0.86689 3.48264
H 4.99399 2.00711 2.14142
H -4.51065 -1.56697 -3.85187
C 1.84571 0.06625 -4.23427
H 3.38169 2.23734 4.12378
H 0.43466 -4.81979 0.64851
O -0.61324 -3.39436 -0.44384
H 1.92476 0.23965 -0.82460
C -2.22678 4.92438 -0.10675
H 3.53101 3.09997 0.52326
C -2.75424 -2.71494 1.92808
H -2.35581 -3.69904 1.99330
C 2.66230 3.53461 1.01966
C -2.27721 2.26991 -3.59316
C -1.16474 3.12551 -3.56468
H 3.52039 5.43723 1.55269
H 4.62343 0.29971 2.00110
C 3.30218 1.43035 3.39195
O -2.67924 -2.23769 0.60665
C -3.51539 0.18533 -3.08579
H 1.21588 -0.84848 -4.27574
H -0.12443 -3.56845 2.51581
H 1.50776 -1.16376 -1.91164
H -3.86082 -3.80261 -0.11918
C -2.98300 -3.24412 -0.37323
H 1.94193 -2.88132 -1.10627
C 0.05054 2.61308 -3.19665
C -1.82266 -4.20427 -0.44142
C 0.27477 -2.59637 2.81456
H 3.17986 -0.43110 -1.84572
H -3.25588 2.65128 -3.91736
H 3.58123 4.23068 2.86754
H 1.98133 3.92452 0.22324
H -4.86156 -0.76503 -1.63943
H 0.45139 -2.65352 3.88103
H 1.12219 2.27122 5.07305
H 2.34796 -2.96414 2.33778
H -4.21187 0.74719 -1.05478
C -3.57027 -1.05343 -3.98684
C -3.95822 -0.15354 -1.65451
C 2.99746 4.58599 2.03635
C -0.92684 0.40831 -2.82014
H -2.15903 -2.03892 3.82460
O 1.43025 -2.11574 0.68845
H 1.59606 0.72940 -5.04320
H -2.81255 -1.82225 -3.76500
C 0.69675 3.12279 4.52859
H -4.30114 0.88119 -3.43462
C 0.18924 2.70129 3.15765
O -0.62002 -1.53466 2.47401
C -1.98672 -1.72738 2.79807
H -3.18218 -0.69723 -1.10964
H -0.22285 3.54709 2.53753
H 0.61750 -4.89724 -1.10600
H -0.62402 1.95454 3.17203
Pb -0.53742 -0.60423 -0.29802
H 2.25111 1.63715 -2.84521
H -2.47216 -0.77663 2.61678
C 0.19733 1.24572 -2.85371
H -3.79183 -2.77984 2.27638
H 2.56171 -3.80106 0.30579
H -0.10240 3.47179 5.15833
H 2.89107 -0.22903 -4.30740
C 1.55086 -2.26140 2.10247
C 0.51522 -4.19961 -0.25634
H 3.00412 0.56613 4.00095
C 1.71687 -3.27217 -0.11262
Sb 1.70808 1.79054 1.92033
H 0.95500 3.24131 -3.20856
C 1.61313 0.74529 -2.89111
H -1.78612 -4.92461 0.39210
C -2.19535 0.96655 -3.13548
```

Results
HOMO-LUMO gap ... 7.69 eV
Net charge ... +1

Entry 2:
Computed, not measured: a 3-piece molecular cluster, C27H49BrN2O10S overall, with ωB97M-V/def2-TZVPD.

```
90
C27H49BrN2O10S | OMol25 | ωB97M-V/def2-TZVPD
C 0.25997 1.62903 -0.43775
H -6.68483 -0.99216 1.89071
C 7.49718 0.67689 2.68857
H -5.70405 -4.47564 1.25872
N -5.69087 -2.47634 0.74320
H 5.92231 -2.68245 2.11974
O -4.51124 0.25819 1.19173
C -2.93192 3.76943 0.32011
C -6.30795 -3.58651 1.47696
C -1.63022 -1.33808 -5.91294
H -1.41878 5.46246 -2.14806
H -0.82865 -2.53625 -3.23373
C -0.68328 3.48553 -3.01200
C -5.60456 -0.03502 0.31182
H 8.74793 -3.68269 -0.32794
H 9.26613 0.22268 1.53267
H 4.96937 -3.39914 0.82537
C 5.89885 -2.86120 1.04517
H -6.24239 0.85579 0.30425
Br 3.02704 1.19722 0.52013
C -0.92132 1.86461 -2.95003
C 1.78972 2.02439 -0.87498
C -1.33419 4.33350 -1.76906
C -1.43153 -0.58447 -4.45702
H -2.47429 -0.72822 -6.49529
H -3.26777 2.93974 -1.89127
O -5.15509 -3.47520 3.68545
O -1.32984 -3.98861 -6.70092
C -1.01296 -1.36060 -3.24880
H -3.12382 0.36988 -0.35807
H -3.10365 -1.14904 0.59261
C -1.64485 1.05777 -4.22402
H 7.66899 -1.89889 2.77428
H 4.75160 -0.45275 4.14197
C 9.06774 -2.56384 1.46527
H 5.88449 -1.91473 0.49832
H 10.03579 -2.22352 1.07952
H 7.98045 0.79277 3.66555
H 6.11827 0.40534 4.87756
H 7.92439 -2.14286 -0.38004
C -0.85197 -0.56854 -1.82250
H -5.57472 4.99576 2.23573
H -3.82911 -2.10554 2.89052
C -3.24326 -0.06630 0.63781
H 7.45022 1.66913 2.22632
H -0.32077 2.45690 0.15234
H -5.19685 -1.37865 3.79649
H -3.87349 -2.19878 4.64735
C 2.12602 3.62888 -0.86088
C -0.50484 1.05699 -1.77043
H -7.01200 -2.58823 3.32016
H -2.19020 -3.66697 -4.50652
H -0.65241 4.38817 -0.80262
H 2.08695 1.48339 -1.88720
C -6.43143 -1.21432 0.85032
H -2.44294 2.72833 0.59000
S -2.24211 -3.10696 -5.79443
C -2.85172 3.88440 -1.33936
C 8.30420 -0.24780 1.76222
H -4.75191 -2.34038 1.10543
O -2.39707 1.71115 -5.13948
C -4.71994 5.02106 1.42413
H 0.46711 3.73699 -3.20839
H -5.27340 -0.21002 -0.71831
H -3.59201 4.77897 -1.61546
C -4.49588 -2.21596 3.74516
C 8.16906 -2.97960 0.28253
H -0.65760 -1.22475 -6.58970
H 7.74185 -0.35414 0.83031
H -2.24308 4.58727 0.84425
H 2.19586 4.11910 -1.93590
H -7.36186 -1.29293 0.27807
O 6.14310 0.21978 2.80288
O -4.25859 6.22986 1.07577
H 9.26743 -3.45895 2.06674
H 0.35908 0.70649 0.31350
O -3.75019 -3.20239 -6.24231
O -0.99255 -1.29478 -0.67859
H 3.22291 3.73706 -0.40255
O -4.30996 3.73470 0.83956
H 1.41278 4.19499 -0.12484
C 5.83281 -0.29759 4.08972
H -2.47075 0.34943 1.29065
O 6.99101 -3.69132 0.66846
H 6.32268 -1.26092 4.25059
N 8.54256 -1.55270 2.38911
H -7.30485 -3.77563 1.06203
H -1.23935 3.86377 -3.99835
H -6.95637 -4.33357 3.37200
C -6.41460 -3.45184 3.00988
```

Results
HOMO-LUMO gap ... 6.22 eV
Net charge ... 0
Structure (SMILES) ... C[C@@H](Br)CC1=C(CCCCOC=O)C(=O)C(C[SH](=O)=O)=CC1=O.COCCNCCOC.COCCNCCOC

Entry 3:
Computed, not measured: C27H49F2NO2Si2Tb as an isolated structure, with ωB97M-V/def2-TZVPD.

```
84
C27H49F2NO2Si2Tb | OMol25 | ωB97M-V/def2-TZVPD
H -2.53400 -3.81275 -0.71757
H 0.85681 -2.09332 -1.50154
F -1.40072 5.45886 3.03620
H -3.98570 -1.66187 -4.67790
H -0.60587 -4.28595 0.10270
C 0.59939 -2.59391 4.41569
C -0.27893 -0.00098 4.02783
H -5.16109 0.65041 -2.31572
C 1.32804 -0.01087 -4.03430
C -0.05642 -2.63223 -1.21057
H -0.53623 -2.97193 -2.13832
C -0.31823 -0.57832 5.29481
H 0.83344 -4.51400 -0.90378
H -1.44289 1.56207 -4.65476
Si 3.63393 0.89106 1.69339
C 0.13424 -1.86682 5.51094
H -0.97636 4.43271 5.43172
H 2.52678 2.49721 -1.97036
O -2.07296 -0.63204 -2.79299
C 0.28267 -3.78519 -0.30112
H 1.63886 0.29220 -5.04289
H 2.41708 0.70952 3.89575
H -1.10441 3.61988 1.16798
H 3.29057 3.14598 0.65600
O -0.89803 -1.61143 -0.63442
H -0.81785 -0.16838 -1.63318
H 0.91246 -2.56346 2.26947
F -0.14303 2.08315 6.07737
H -0.57908 1.57857 -0.93068
H 3.71334 1.91515 3.93652
H 4.33259 2.12127 -0.36519
H -1.10731 -2.16947 -3.72686
H -2.91239 -3.01407 -5.05781
H -0.68282 0.03354 6.11511
H -2.77854 1.29120 -2.55497
H -0.18302 2.70069 -5.12901
H 0.95186 0.44581 -1.12272
N 0.09890 -0.75164 2.93472
C 4.09745 2.39977 0.67079
C 2.48930 -0.18472 0.69238
H 2.50721 -1.21494 1.10228
Tb 0.32736 0.58123 0.91293
C 2.89668 1.51011 3.31710
H 0.99275 -3.60320 4.52604
C -0.69580 2.26053 -4.26318
C -1.10347 4.14058 3.28823
H -4.77515 -1.05255 -2.60010
H 5.48254 -0.74362 1.34981
H 0.13048 -2.29106 6.51652
H 5.06098 -0.62807 3.07029
C 5.19932 -0.04614 2.14862
H 4.98867 2.87442 1.10702
H 0.94473 -3.49161 0.52064
H -3.38277 0.44675 -4.01003
C -0.58212 1.43040 3.79004
H -2.40335 -1.08315 0.68535
H -4.18936 -0.23132 -1.11840
C -0.69869 1.97146 2.50732
C -0.06885 0.77827 -1.51735
C -3.15909 0.33098 -2.93344
H -1.66267 -0.87373 -4.81600
C -2.97874 -2.84577 -0.46565
C -0.62205 2.39854 4.82061
H 2.60043 2.73099 -3.72451
H 1.50542 3.71936 -2.75372
Si 0.55853 1.45255 -3.14365
H 2.16582 2.32063 3.18911
H 0.62904 -0.84906 -4.13718
H -1.49686 -2.54864 1.11069
H 6.03820 0.64454 2.30848
C -1.94729 -1.49870 -3.94970
C -1.97283 -2.01603 0.27709
H -3.86887 -3.02007 0.14460
H -1.22440 3.07312 -3.75194
C 1.92247 2.71060 -2.85986
H 2.86457 -0.28176 -0.34256
C -0.98551 3.27971 2.19616
C -4.38948 -0.11410 -2.18864
C 0.55814 -2.01709 3.14943
H -3.56550 -2.87084 -3.41845
C -0.92062 3.73653 4.60529
H -3.27001 -2.32986 -1.38654
C -3.18978 -2.29866 -4.27556
H 2.21812 -0.36701 -3.49989
```

Results
HOMO-LUMO gap (alpha / beta) ... 7.81 / 7.84 eV
Energy relative to the best compared isomer or geometry (same formula, charge and spin) ... 31.7 kcal/mol
Net charge ... +1
Spin multiplicity ... 7